P.
Formula: C7H12
Source: OMol25
Level of theory: ωB97M-V/def2-TZVPD

The net charge is 0. The HOMO-LUMO gap is 0.374 hartree. As for the structure (SMILES): CC#CCCCC. Its HOMO energy is -9.17 eV.

Cartesian coordinates (Å):
C (-2.86, 0.02, 0.30)
C (-1.53, -0.24, -0.40)
C (-0.57, 0.95, -0.35)
C (0.68, 0.62, -1.20)
C (1.93, 0.85, -0.46)
C (2.58, 0.17, 0.30)
C (2.97, -0.93, 1.17)
H (-2.72, 0.23, 1.36)
H (-3.37, 0.88, -0.15)
H (-3.52, -0.85, 0.21)
H (-1.03, -1.10, 0.07)
H (-1.70, -0.51, -1.45)
H (-0.29, 1.15, 0.69)
H (-1.06, 1.86, -0.73)
H (0.75, -0.48, -1.30)
H (0.64, 1.02, -2.21)
H (3.79, -0.67, 1.83)
H (3.23, -1.80, 0.55)
H (2.08, -1.18, 1.76)

Q.
Formula: C7H12
Source: OMol25
Level of theory: ωB97M-V/def2-TZVPD

The net charge is 0. The HOMO-LUMO gap is 0.354 hartree. As for the structure (SMILES): C=C/C(=C/C)CC. Its HOMO energy is -8.51 eV.

Cartesian coordinates (Å):
C (-0.38, 0.87, -1.97)
C (-0.83, -0.36, -1.12)
C (0.02, -0.48, 0.15)
C (-0.11, 0.17, 1.30)
C (-1.27, 1.20, 1.51)
C (2.09, -1.82, 0.77)
C (1.31, -1.18, -0.11)
H (0.20, 1.51, -1.30)
H (-1.27, 1.46, -2.19)
H (0.15, 0.53, -2.85)
H (-0.73, -1.26, -1.71)
H (-1.84, -0.18, -0.72)
H (0.46, 0.14, 2.22)
H (-1.76, 0.80, 2.39)
H (-1.89, 1.41, 0.65)
H (-0.79, 2.12, 1.84)
H (3.10, -2.01, 0.44)
H (1.78, -1.99, 1.79)
H (1.75, -0.92, -1.07)

R.
Formula: C7H12
Source: OMol25
Level of theory: ωB97M-V/def2-TZVPD

The net charge is 0. The HOMO-LUMO gap is 0.336 hartree. Its HOMO energy is -9.06 eV.

Cartesian coordinates (Å):
C (-2.48, 0.66, 0.52)
C (-2.00, -0.09, -0.70)
C (-0.49, -0.15, -0.48)
C (0.41, -0.83, -1.50)
C (1.72, -0.69, -0.85)
C (2.43, -0.33, 0.06)
C (2.91, 0.23, 1.32)
H (-3.15, 0.08, 1.18)
H (-0.75, 0.90, 1.54)
H (-2.89, 1.65, 0.31)
H (-2.41, -1.10, -0.79)
H (-2.21, 0.43, -1.65)
H (-0.37, -0.63, 0.49)
H (-0.17, 0.89, -0.34)
H (0.11, -1.87, -1.64)
H (0.35, -0.32, -2.47)
H (2.01, 0.62, 1.83)
H (3.61, 1.06, 1.18)
H (3.37, -0.52, 1.98)

S.
Formula: C7H12
Source: OMol25
Level of theory: ωB97M-V/def2-TZVPD

The net charge is 0. The HOMO-LUMO gap is 0.383 hartree. As for the structure (SMILES): CC#CCCCC. Its HOMO energy is -9.33 eV.

Cartesian coordinates (Å):
C (-3.13, 0.72, 0.20)
C (-2.11, 0.07, -0.73)
C (-0.71, 0.07, -0.11)
C (0.36, -0.61, -0.97)
C (1.67, -0.49, -0.32)
C (2.68, -0.33, 0.31)
C (3.90, -0.10, 1.11)
H (-3.26, 0.13, 1.11)
H (-2.79, 1.72, 0.51)
H (-4.11, 0.83, -0.27)
H (-2.42, -0.96, -0.96)
H (-2.08, 0.61, -1.69)
H (-0.74, -0.43, 0.87)
H (-0.40, 1.10, 0.09)
H (0.11, -1.66, -1.14)
H (0.40, -0.14, -1.97)
H (3.64, 0.37, 2.06)
H (4.59, 0.56, 0.58)
H (4.41, -1.04, 1.32)

Stability check: which of them is least stable? R.